A 2-piece molecular cluster, C3H11N2O overall in a non-equilibrium geometry, computed with ωB97M-V with the def2-TZVPD basis set.

Geometry (Å):
1 C 2.175 -0.772 1.848
2 N -1.242 0.370 1.111
3 C 0.055 0.168 1.080
4 N 0.726 -0.536 1.952
5 H 2.652 -0.354 2.729
6 H 2.546 -0.334 0.927
7 H 2.324 -1.849 1.804
8 H -1.789 -0.134 1.789
9 H -1.735 0.832 0.371
10 H 0.611 0.573 0.244
11 H 0.211 -0.853 2.763
12 C -0.839 0.331 -2.084
13 O -0.796 0.357 -3.509
14 H -1.855 0.218 -1.686
15 H -0.278 -0.577 -1.855
16 H -0.330 1.182 -1.620
17 H -1.021 1.270 -3.725

Its spin multiplicity is 1. The value obtained for the energy relative to the best compared isomer or geometry (same formula, charge and spin) is 37.5 kcal/mol. The HOMO-LUMO gap comes out at 10.24 eV. As for the total charge: +1.